This record from OMol25 describes 7 unconnected molecules or ions with the total composition C29H67FN3O20S7 in a non-equilibrium geometry. The level of theory is the ωB97M-V functional and the def2-TZVPD basis.

Total charge = +1
LUMO level = -5.43 eV
2S+1 = 1

Each line ends with the Mulliken charge.
CARTESIAN COORDINATES (ANGSTROEM)
C (-6.7923, -6.1803, 3.5684)  -1.421
C (-6.3747, -6.2935, 1.9963)  0.730
C (-7.6803, -6.9342, 1.2661)  -1.208
C (-6.1083, -4.7944, 1.4635)  -0.548
C (-4.7058, -4.5898, 0.7115)  -0.796
C (-3.4403, -4.5272, 1.6973)  0.732
C (-3.3292, -3.3799, 2.7333)  0.298
C (-4.3379, -2.1698, 2.9280)  -0.686
C (-4.3592, -1.1485, 1.6485)  -0.269
N (-5.7867, -0.7793, 1.4070)  -0.658
C (-2.0328, -3.5117, 3.6144)  -0.588
N (-1.1948, -4.6329, 3.3329)  0.152
N (-1.2498, -5.5999, 2.4463)  -0.506
C (-2.3554, -5.6226, 1.5834)  -0.044
S (-2.3917, -7.0103, 0.3193)  1.171
O (-1.3000, -7.9947, 0.7140)  -0.531
O (-3.7117, -7.7036, 0.2615)  -0.501
F (-1.8957, -6.3719, -1.1575)  -0.247
H (-7.0763, -7.2296, 3.9185)  0.449
H (-5.9604, -5.6958, 4.1953)  0.284
H (-7.7478, -5.5411, 3.6949)  0.304
H (-5.4545, -6.9601, 1.9139)  0.096
H (-8.4534, -6.1204, 1.0085)  0.333
H (-8.1932, -7.5933, 2.0651)  0.319
H (-7.4007, -7.5870, 0.3764)  0.296
H (-6.2915, -4.0898, 2.3406)  0.061
H (-6.9487, -4.5746, 0.7017)  0.406
H (-4.7567, -3.5887, 0.1331)  0.381
H (-4.6212, -5.4064, -0.0848)  0.417
H (-3.9188, -1.5405, 3.8043)  0.420
H (-5.3937, -2.4618, 3.2364)  0.405
H (-3.7659, -0.2072, 1.9534)  0.255
H (-3.8345, -1.6080, 0.7353)  0.267
H (-6.1369, -0.4321, 2.3177)  0.272
H (-6.2979, -1.6719, 1.2634)  0.271
H (-1.7865, -2.7439, 4.4358)  0.396
H (-0.3669, -4.6896, 3.9650)  0.318
O (-1.5265, 0.2449, 0.5532)  -0.592
S (-0.5156, 1.2748, 0.6137)  1.126
O (-0.3620, 2.1211, 1.7665)  -0.617
O (-0.6318, 2.2020, -0.7039)  -0.232
C (-1.8861, 2.8262, -0.9908)  -0.357
C (-2.1472, 4.0076, -0.0764)  -0.865
C (1.0558, 0.5518, 0.2397)  -0.735
H (-2.6995, 2.0964, -0.9387)  0.295
H (-1.8356, 3.1784, -2.0242)  0.292
H (-2.2804, 3.6837, 0.9586)  0.241
H (-3.0514, 4.5395, -0.3791)  0.422
H (-1.3039, 4.7015, -0.0910)  0.236
H (0.9607, -0.0628, -0.6543)  0.331
H (1.3492, -0.0645, 1.0902)  0.407
H (1.7850, 1.3479, 0.0902)  0.090
O (-5.6227, 4.5947, 2.0099)  -0.552
S (-6.9266, 4.2334, 2.4998)  1.126
O (-7.8869, 5.2206, 2.9104)  -0.600
O (-6.7574, 3.1437, 3.6862)  -0.234
C (-5.9367, 3.4824, 4.8059)  -0.280
C (-6.6286, 4.4620, 5.7348)  -1.044
C (-7.6996, 3.1641, 1.3188)  -0.916
H (-4.9700, 3.8694, 4.4706)  0.310
H (-5.7413, 2.5531, 5.3480)  0.247
H (-6.7718, 5.4308, 5.2508)  0.312
H (-6.0363, 4.6233, 6.6379)  0.385
H (-7.6177, 4.0933, 6.0176)  0.269
H (-6.9945, 2.3868, 1.0260)  0.269
H (-7.9739, 3.7675, 0.4532)  0.376
H (-8.5936, 2.7317, 1.7669)  0.322
O (5.7046, -8.1464, 1.0082)  -0.630
S (4.8249, -9.2317, 0.6594)  1.189
O (4.7349, -9.7356, -0.6839)  -0.596
O (3.3337, -8.8857, 1.1876)  -0.279
C (2.7317, -7.6635, 0.7624)  -0.232
C (2.2592, -7.7398, -0.6770)  -1.002
C (5.1389, -10.5933, 1.7461)  -0.925
H (3.4190, -6.8250, 0.9100)  0.333
H (1.8694, -7.4918, 1.4126)  0.160
H (3.1052, -7.8337, -1.3618)  0.404
H (1.7038, -6.8395, -0.9498)  0.333
H (1.6205, -8.6136, -0.8272)  0.239
H (5.1712, -10.2292, 2.7720)  0.312
H (6.1016, -11.0235, 1.4691)  0.372
H (4.3509, -11.3348, 1.6190)  0.315
O (-0.4548, 7.0173, -0.1360)  -0.566
S (0.5581, 8.0400, -0.0790)  1.126
O (0.7171, 8.8897, 1.0692)  -0.618
O (0.4436, 8.9641, -1.4008)  -0.297
C (-0.8094, 9.5903, -1.6861)  -0.293
C (-1.0667, 10.7750, -0.7742)  -1.000
C (2.1267, 7.3088, -0.4524)  -1.088
H (-1.6241, 8.8626, -1.6300)  0.289
H (-0.7602, 9.9395, -2.7205)  0.283
H (-1.1984, 10.4545, 0.2619)  0.299
H (-1.9706, 11.3073, -1.0774)  0.386
H (-0.2214, 11.4673, -0.7927)  0.267
H (2.0276, 6.6920, -1.3441)  0.355
H (2.4184, 6.6947, 0.3997)  0.431
H (2.8582, 8.1018, -0.6052)  0.396
O (3.6621, 1.9073, -1.0765)  -0.623
S (4.3751, 3.1117, -1.4240)  1.135
O (4.5214, 3.5413, -2.7876)  -0.591
O (5.8326, 3.0759, -0.7274)  -0.258
C (6.6862, 1.9582, -0.9901)  -0.460
C (7.2961, 2.0295, -2.3770)  -0.914
C (3.7119, 4.4589, -0.4859)  -1.126
H (6.1454, 1.0189, -0.8428)  0.308
H (7.4860, 1.9895, -0.2459)  0.292
H (6.5321, 1.9239, -3.1507)  0.287
H (8.0284, 1.2324, -2.5195)  0.427
H (7.7839, 2.9945, -2.5354)  0.273
H (3.6303, 4.1594, 0.5584)  0.418
H (2.7262, 4.6898, -0.8883)  0.305
H (4.3687, 5.3214, -0.5948)  0.497
O (9.7728, 3.7271, -5.4413)  -0.653
S (9.0297, 2.8927, -6.3499)  1.270
O (8.2933, 1.7423, -5.8983)  -0.587
O (9.9995, 2.4477, -7.5657)  -0.291
C (11.2245, 1.7837, -7.2496)  -0.331
C (10.9931, 0.3414, -6.8397)  -0.961
C (7.9377, 3.9152, -7.2963)  -0.951
H (11.7707, 2.3324, -6.4771)  0.319
H (11.8380, 1.8041, -8.1538)  0.271
H (10.4468, 0.2821, -5.8953)  0.275
H (11.9431, -0.1813, -6.7103)  0.383
H (10.3967, -0.1825, -7.5907)  0.261
H (8.4929, 4.7717, -7.6760)  0.324
H (7.1381, 4.2485, -6.6341)  0.359
H (7.5218, 3.3256, -8.1126)  0.319